1.
Entry from the OMol25 dataset: a molecular structure, C33H36FN2OPtS2Si2 (the ωB97M-V functional and the def2-TZVPD basis).

Structure (XYZ):
```
78
Properties=species:S:1:pos:R:3:forces:R:3:lowdin_spin:R:1
Pt -0.0624 -0.0902 -0.2727 1.04 -0.55 -0.26 0.628
C -0.5160 -3.5064 2.6763 0.14 0.30 -0.30 0.035
C -0.9612 -2.4798 1.6514 -0.59 -1.04 0.58 0.280
N -0.1878 -1.3186 1.5012 0.66 1.07 -0.32 0.344
N 0.6264 -1.0460 2.4697 -0.92 -1.20 0.68 0.083
C 1.6502 -0.2323 2.3753 0.56 0.74 -0.97 0.201
S 2.2928 0.4574 0.9320 -0.57 -0.38 0.18 0.474
S 2.4950 0.0841 3.8986 -0.07 0.24 0.32 0.033
C 1.6014 1.5938 4.4745 0.24 -0.54 -0.21 0.019
C 1.7940 2.8028 3.6050 -0.01 0.12 -0.04 0.003
C 0.6978 3.5371 3.1668 0.07 -0.01 0.14 0.005
C 0.8680 4.6550 2.3612 -0.03 0.06 -0.01 0.003
C 2.1404 5.0514 1.9825 -0.03 0.02 -0.02 0.000
C 3.2415 4.3250 2.4179 0.06 -0.02 0.01 0.003
C 3.0694 3.2112 3.2205 -0.06 0.01 0.04 0.005
C -2.1433 -2.7399 0.9456 0.47 0.59 0.07 0.087
C -2.8087 -3.9840 1.1710 -0.35 -0.38 -0.08 0.087
C -4.0391 -4.2849 0.6402 0.19 -0.03 0.14 0.065
C -4.7227 -3.3452 -0.1467 -0.03 0.17 -0.10 0.121
C -4.1183 -2.1431 -0.4282 -0.12 -0.13 0.02 0.054
C -2.8100 -1.8161 0.0165 -0.11 0.03 -0.05 0.120
O -2.2962 -0.7340 -0.4192 0.03 0.05 -0.18 0.289
H 0.3336 -3.1309 3.2329 0.08 -0.01 0.06 -0.001
H -0.2240 -4.4420 2.1847 -0.02 -0.03 0.07 0.012
H -1.3170 -3.7362 3.3837 0.03 -0.01 0.01 0.008
H 2.0097 1.7481 5.4750 -0.06 0.07 0.03 0.002
H 0.5487 1.3275 4.5660 -0.04 0.10 0.05 0.001
H -0.3008 3.2266 3.4539 0.00 0.01 0.00 0.001
H 0.0004 5.2124 2.0292 0.01 -0.01 -0.02 0.000
H 2.2759 5.9174 1.3467 -0.01 -0.01 -0.01 0.000
H 4.2391 4.6189 2.1152 -0.01 0.00 0.00 0.000
H 3.9230 2.6248 3.5360 0.02 -0.01 -0.04 0.000
H -2.3255 -4.7364 1.7770 -0.02 0.04 -0.03 0.006
H -4.4842 -5.2520 0.8407 0.01 -0.01 0.01 0.001
H -5.7048 -3.5683 -0.5457 0.00 -0.02 0.01 0.008
H -4.6032 -1.4067 -1.0581 0.04 0.02 0.00 -0.001
C 2.0707 2.4236 -1.8053 -0.22 -0.22 0.14 0.003
Si 0.5476 1.3117 -2.0709 -0.41 -0.27 -0.28 0.030
C -0.8563 2.4966 -2.6212 0.26 -0.16 0.09 0.009
C 0.9280 0.2437 -3.6042 -0.04 0.32 0.19 0.005
C 1.1737 0.8000 -4.8600 0.06 -0.01 -0.14 0.000
C 1.4189 -0.0031 -5.9646 0.00 0.07 0.05 0.000
C 1.4198 -1.3845 -5.8183 0.01 -0.08 -0.02 0.001
C 1.1738 -1.9465 -4.5740 0.06 -0.05 -0.09 0.004
C 0.9278 -1.1455 -3.4579 -0.03 -0.15 0.31 0.023
Si 0.4997 -1.8905 -1.7501 0.12 -0.07 -0.63 0.161
C -0.8626 -3.1583 -2.1574 0.04 0.34 0.33 0.026
C 1.9700 -2.9397 -1.1470 -0.18 0.37 0.07 0.035
H 2.2840 3.0089 -2.7040 -0.04 0.00 -0.02 0.000
H 2.9455 1.8130 -1.5732 0.02 0.02 -0.04 0.000
H 1.9237 3.1113 -0.9678 -0.01 0.01 0.00 0.002
H -0.6910 2.8132 -3.6546 -0.01 0.05 0.00 0.001
H -0.8925 3.3937 -1.9966 -0.01 0.00 0.00 0.000
H -1.8217 1.9904 -2.5678 0.00 -0.01 -0.02 0.001
H 1.1694 1.8798 -4.9829 0.01 -0.01 -0.01 0.000
H 1.6035 0.4421 -6.9358 0.00 0.00 0.00 0.000
H 1.6061 -2.0198 -6.6771 0.00 0.00 0.01 0.000
H 1.1651 -3.0284 -4.4783 0.02 0.00 -0.01 0.000
H -0.5339 -3.7697 -3.0020 0.09 0.04 -0.02 0.005
H -1.7926 -2.6606 -2.4348 0.00 -0.01 -0.02 0.000
H -1.0735 -3.8221 -1.3172 -0.01 0.01 0.01 0.001
H 2.2002 -3.7026 -1.8964 -0.04 0.01 -0.04 0.006
H 1.7263 -3.4438 -0.2086 -0.02 0.02 0.00 0.000
H 2.8592 -2.3287 -0.9838 -0.02 0.01 0.01 0.002
F -6.2409 1.2992 1.5523 -0.09 -0.03 -0.01 0.029
C -4.9031 1.3810 1.4047 0.13 0.00 0.00 0.091
C -4.0914 0.6386 2.2442 -0.01 -0.03 0.06 -0.012
C -2.7246 0.7422 2.0980 0.02 -0.07 0.12 0.083
C -2.1522 1.5725 1.1175 0.21 -0.01 -0.11 0.042
C -0.7185 1.6529 0.9707 -0.64 1.03 0.75 0.361
C -3.0196 2.3002 0.2855 -0.02 0.01 -0.06 0.089
C -4.3899 2.2120 0.4267 -0.01 0.06 -0.10 -0.010
H -4.5380 -0.0143 2.9822 0.01 0.00 0.00 -0.003
H -2.0725 0.1510 2.7310 0.00 0.00 -0.03 0.003
H -0.1789 1.4655 1.8937 0.11 -0.27 -0.20 0.016
H -0.3551 2.5490 0.4713 0.06 -0.15 -0.16 0.021
H -2.5999 2.9340 -0.4845 0.00 -0.02 0.00 0.003
H -5.0613 2.7669 -0.2154 -0.01 0.00 0.03 -0.003
```
Forces are in eV/Å.

Lowest unoccupied orbital energy (alpha / beta) ... 2.552 / 0.119 eV
Multiplicity ... 5
Total energy ... -83223.4937 eV
⟨S²⟩ ... 6.0643
Frontier orbital gap (alpha / beta) ... 4.98 / 4.72 eV
Net charge ... -1


2.
Entry from the OMol25 dataset: CF3IOS in the gas phase (the ωB97M-V functional and the def2-TZVPD basis).

Structure (XYZ):
```
7
Properties=species:S:1:pos:R:3:forces:R:3:mulliken_charge:R:1
C -1.0543 0.5191 0.0091 0.53 -0.24 -0.32 0.655
O 2.7540 -2.2239 -0.0140 -0.66 0.57 -0.38 -0.563
F -0.7286 0.1848 1.2520 0.02 -0.03 0.40 -0.180
F -1.7895 -0.4680 -0.4919 -0.16 -0.22 -0.12 -0.196
F -1.8072 1.6077 0.0540 -0.24 0.45 -0.07 -0.201
S 0.4160 0.8689 -1.0327 0.66 -1.01 0.56 -0.233
I 2.2095 -0.4886 0.2236 -0.15 0.49 -0.07 0.718
```
Forces are in eV/Å.

Energy relative to the best compared isomer or geometry (same formula, charge and spin) ... 2.4909 eV
Lowest unoccupied orbital energy ... -2.625 eV
Total energy ... -30169.5470 eV
Frontier orbital gap ... 7.23 eV
Net charge ... 0


3.
Entry from the OMol25 dataset: 6 unconnected molecules or ions with the total composition C27H22BF4O17 (the ωB97M-V functional and the def2-TZVPD basis).

Structure (XYZ):
```
71
Properties=species:S:1:pos:R:3:forces:R:3:mulliken_charge:R:1
B 0.2234 0.7886 -0.6153 -1.14 -0.10 -3.68 0.227
F -0.9006 1.4856 -0.3673 -1.20 1.70 1.17 -0.345
F 0.3964 -0.2044 0.2467 0.35 -2.83 2.95 -0.310
F -0.0506 0.1936 -1.8993 0.28 -0.34 -0.60 -0.386
F 1.3924 1.4636 -0.6963 1.65 1.84 0.07 -0.299
C 6.9884 4.8226 -0.4013 4.10 -6.61 5.99 -0.704
C 7.3744 3.7726 0.4897 2.29 1.27 0.34 0.344
C 6.3834 2.8386 1.0667 3.07 -1.15 2.42 0.658
O 6.7894 1.9516 1.8587 -0.38 0.96 -1.09 -0.666
C 5.0774 3.0806 0.8457 -5.71 3.47 -5.10 -0.649
C 4.6774 4.1446 -0.3573 -0.97 -4.07 3.77 0.454
C 5.7514 5.0766 -0.8213 -3.89 0.59 -1.89 0.327
O 5.5334 5.9956 -1.5943 -0.71 0.02 0.05 -0.570
O 3.4944 4.3076 -0.9903 -0.48 -3.16 3.01 -0.466
O 8.7424 3.5266 0.9887 -1.70 1.14 -0.74 -0.564
H 7.7234 5.3366 -0.7773 3.88 3.17 -1.92 0.637
H 4.3834 2.3646 1.3407 0.06 0.90 -0.86 0.409
H 2.7794 3.5676 -0.6123 2.50 2.46 -1.42 0.412
H 8.9804 3.1126 1.9097 -2.27 0.75 -2.59 0.372
C 4.2154 -1.0094 3.4027 -7.78 -5.15 -5.43 -1.133
C 2.9954 -1.1484 2.6257 2.98 2.79 0.56 0.582
C 2.5344 -2.4634 2.1687 -1.56 -0.70 -0.50 0.764
O 1.5534 -2.5654 1.4097 1.72 0.04 1.25 -0.433
C 3.2514 -3.5994 2.7077 6.98 2.12 3.19 -1.172
C 4.6464 -3.3984 3.4047 -2.82 -2.78 -2.23 0.294
C 5.0264 -2.0444 3.7907 0.13 -0.10 0.91 0.753
O 5.9904 -1.8164 4.4937 1.36 -0.72 0.45 -0.639
O 5.6324 -4.3444 3.7057 -2.46 0.36 -1.01 -0.523
O 2.3324 -0.0324 2.1787 1.57 -1.20 1.30 -0.483
H 4.3994 -0.1374 3.6647 2.12 7.92 2.37 0.792
H 3.0034 -4.5044 2.3277 -0.66 -2.82 -0.77 0.522
H 6.4834 -4.0144 4.0787 -1.28 0.86 -0.22 0.373
H 1.8314 -0.1374 1.3457 -0.38 -0.68 0.15 0.429
C -5.6496 0.2526 -5.2503 -1.55 -4.62 1.70 -0.873
C -5.7916 -0.9384 -4.3703 -2.05 4.15 -3.65 0.035
C -4.8326 -1.2494 -3.3493 3.02 -1.85 3.60 1.068
O -5.0356 -2.1584 -2.4563 -0.05 2.82 -3.16 -0.715
C -3.5496 -0.5244 -3.4163 0.13 3.35 -2.46 -0.659
C -3.3476 0.6176 -4.3753 0.37 -3.47 3.38 0.698
C -4.4416 1.0336 -5.3403 1.02 -1.38 1.36 0.514
O -4.1966 1.8546 -6.1743 -0.21 0.98 -0.84 -0.531
O -2.1576 1.2566 -4.4913 0.88 -4.48 2.01 -0.519
O -6.8996 -1.7264 -4.3593 0.36 7.64 -10.47 -0.458
H -6.3206 0.4006 -6.1073 -0.11 -0.12 0.76 0.362
H -2.7746 -0.7764 -2.6643 -0.46 0.22 -0.65 0.362
H -1.5166 0.4796 -4.0103 -1.76 3.65 -1.47 0.402
H -6.8516 -2.1704 -3.6673 0.66 -6.92 10.20 0.296
C -3.2876 -4.7034 0.6517 1.61 -2.54 -5.33 -0.798
C -2.5356 -5.0944 -0.6053 -5.24 -3.39 7.79 0.057
C -1.6256 -4.2124 -1.1563 3.22 3.60 -4.44 0.829
O -0.9936 -4.4834 -2.2483 -1.92 0.09 3.39 -0.703
C -1.4626 -2.8794 -0.5303 -1.36 0.12 5.23 -0.159
C -2.1346 -2.5384 0.8247 4.52 0.79 -5.65 0.432
C -3.2906 -3.3544 1.1517 -2.34 0.39 4.44 0.554
O -4.1266 -3.0404 2.0687 2.44 -0.54 -2.96 -0.611
O -1.6766 -1.5304 1.6177 -7.55 -4.68 1.97 -0.490
O -2.5436 -6.4514 -1.0113 -1.55 2.99 3.34 -0.503
H -4.0056 -5.3794 1.1577 0.64 0.37 -0.70 0.351
H -0.4996 -2.4304 -0.7733 -0.49 0.45 -0.07 0.313
H -0.9636 -1.1834 1.2677 6.18 3.01 -3.17 0.390
H -2.1856 -6.2754 -1.8273 1.90 -0.50 -3.97 0.334
C -4.1276 1.9066 1.5277 -1.33 -2.63 2.72 -0.652
C -5.0356 3.1446 1.4837 0.81 0.47 -2.20 0.672
O -5.9526 3.2396 0.6607 1.47 -0.10 2.14 -0.572
C -4.4966 4.2746 2.3897 -2.25 3.47 -5.15 -1.092
H -4.0626 1.3116 2.6667 0.24 2.39 -2.93 0.266
H -3.1316 2.0766 1.0807 -0.46 -0.09 0.42 0.123
H -4.6806 1.0906 1.0347 0.50 0.45 -0.50 0.274
H -3.4746 4.5956 2.1737 -0.04 -0.76 0.57 0.326
H -4.8116 3.9096 3.2497 -0.14 -1.33 4.88 0.419
H -5.1626 5.2476 2.2557 1.24 -1.93 -0.02 0.247
```
Forces are in eV/Å.

Energy relative to the best compared isomer or geometry (same formula, charge and spin) ... 3.8464 eV
Lowest unoccupied orbital energy ... -0.437 eV
Total energy ... -74702.1364 eV
Frontier orbital gap ... 6.30 eV
Net charge ... -1


Q: net charge of number 2 (CF3IOS)?
A: 0